The following is a quantum chemistry calculation of a cluster of 5 separate species, C43H47NO14PS in total, from OMol25.

```
107
Properties=species:S:1:pos:R:3:forces:R:3:lowdin_charge:R:1
S -4.91151 4.36464 1.18005 0.0 -0.5 -1.2 0.82
P -1.44813 0.11000 0.04761 4.0 -6.4 -0.3 0.80
O -2.95565 -0.69738 0.51402 3.2 2.6 0.4 -0.19
O -0.49559 -0.90726 -0.73656 -4.3 4.5 2.7 -0.33
O -5.49705 -2.28454 -4.06878 0.5 1.6 2.7 -0.12
O 3.67082 -3.07798 3.75615 0.4 -0.1 0.4 0.09
O -6.54636 6.72759 7.18951 0.7 -0.4 -0.4 0.11
O 5.83542 -1.06605 1.88663 -0.3 -0.1 -0.7 0.08
O -2.40429 4.26254 4.94536 -0.5 0.2 0.2 0.08
O -5.92170 3.14538 -2.39424 0.9 -2.3 -0.9 -0.17
O -6.98854 1.10407 -3.26667 2.0 1.2 -1.5 -0.18
O 7.43798 -4.04235 7.38216 -0.7 0.1 -0.6 0.11
O 7.34046 -4.74636 -2.41201 -0.1 -0.5 0.4 0.09
O 3.51362 -2.70865 -2.60565 0.2 0.0 0.8 0.06
O -0.55043 0.53922 1.51635 -3.1 1.3 -3.3 -0.16
O 6.56709 -9.01447 0.66282 0.1 0.8 -0.5 0.11
N -1.89562 1.54380 -0.91775 0.2 -0.4 -0.7 -0.11
C 6.57091 -3.81992 6.54835 0.8 -0.1 0.7 -0.38
C 4.53788 -3.30040 4.58996 -0.4 0.1 -0.4 -0.37
C -6.57679 0.09604 -4.25700 -1.0 -1.4 -0.7 -0.16
C 6.09678 -1.76025 -0.34991 0.0 -0.1 -0.4 0.03
C 5.51243 -2.17176 -1.47930 0.4 0.2 0.1 0.01
C 8.17873 -6.79409 -1.60189 0.1 -0.4 0.2 0.02
C 5.30157 -1.44468 0.85311 0.3 0.2 0.6 -0.37
C 0.50586 1.12880 -3.72258 4.6 0.2 -0.9 -0.15
C -3.59841 3.23782 -1.23128 -0.1 0.2 0.4 -0.36
C 3.83660 -1.60295 0.76028 -0.4 0.0 -0.2 0.03
C 5.92203 -5.89429 -0.92115 -0.2 -0.3 0.3 0.02
C -1.74236 1.80824 -2.25840 -0.4 0.7 1.8 -0.02
C -4.81668 2.30993 -1.81693 -0.7 -0.5 0.6 -0.12
C 7.16192 -5.72859 -1.70501 0.1 0.6 -0.5 -0.38
C -4.49883 5.30174 4.65358 -0.4 0.2 0.0 0.00
C -6.46801 2.45171 -3.60790 -0.4 0.5 0.4 -0.16
C 4.04746 -2.33003 -1.57213 -0.3 -0.1 -0.4 -0.37
C -5.30087 -0.83879 -3.79598 0.5 1.3 0.9 -0.22
C 1.38364 -0.17847 -4.28628 1.5 2.5 0.1 0.02
C -2.45205 3.31514 -2.40307 0.0 0.6 -0.2 -0.02
C 3.25225 -2.01446 -0.36910 -0.1 0.1 0.3 0.03
C -1.07499 0.83840 -3.39936 -0.1 0.1 -0.9 -0.11
C -5.59317 6.16109 6.67278 -0.8 0.5 0.5 -0.38
C 2.88564 2.64777 -3.99541 -1.6 -3.1 -0.4 -0.05
C -6.22688 1.85974 2.06996 0.5 -0.2 0.3 -0.17
C 2.96361 -0.11935 -4.71987 -1.8 3.1 1.3 -0.16
C -3.41098 5.06742 6.91795 -0.2 0.1 0.3 0.02
C -4.45183 5.68839 7.48130 0.4 -0.2 0.0 0.03
C 6.74563 -8.03224 -0.04418 -0.1 -0.9 0.6 -0.38
C 3.73984 1.34153 -4.55301 -4.5 0.0 1.2 -0.01
C 5.14927 -4.10540 6.82521 -0.5 0.0 -0.1 0.02
C 7.98552 -7.86653 -0.82804 0.3 0.3 -0.3 0.03
C 3.69246 -1.47180 -5.30582 -0.6 0.0 -0.6 -0.11
C 4.20293 -3.86408 5.91279 0.1 -0.1 0.4 0.02
C -2.60201 2.60683 -0.05443 -0.4 0.7 -2.0 -0.11
C 5.72882 -6.96674 -0.14729 -0.2 0.5 -0.2 0.03
C 1.28261 2.56872 -3.58519 1.6 -3.7 -1.4 -0.04
C -4.16459 4.60975 -0.53488 0.6 1.1 -1.8 -0.40
C -6.40486 3.23402 1.13403 -2.2 -1.0 0.7 -0.49
C 6.90587 -3.25625 5.22552 -0.2 0.1 -0.4 0.03
C -5.53968 5.92271 5.21692 0.2 -0.2 -0.4 0.03
C -3.35748 4.82904 5.46209 0.5 -0.3 -0.2 -0.39
C 5.95952 -3.01492 4.31310 0.5 -0.1 0.1 0.03
H 4.91960 -4.51795 7.80034 0.0 0.0 0.0 0.12
H 4.51432 -1.23435 -6.13578 -1.8 -0.2 2.0 0.10
H 0.83901 -1.23180 -4.42255 1.3 2.6 0.4 0.11
H -5.58351 2.44027 -4.38061 -1.8 -0.3 1.3 0.15
H -6.41535 0.63873 -5.28330 -0.2 -1.3 1.9 0.13
H -0.64912 1.51882 1.70572 0.2 -1.4 0.0 0.09
H -1.78142 3.45428 0.12721 -1.9 -1.9 0.2 0.17
H -2.56649 4.71410 7.49744 0.0 0.0 0.0 0.12
H -2.77903 3.63971 -3.50236 0.5 -1.2 2.4 0.16
H -4.44416 5.11831 3.58746 0.0 0.0 0.1 0.03
H 6.18920 -2.60237 3.33798 0.0 0.0 0.2 0.09
H -3.09856 2.13205 0.89562 1.0 1.0 -1.9 0.13
H -6.16284 0.87729 1.42298 0.0 2.0 1.2 0.07
H -4.49190 1.58528 -2.67652 -0.2 1.2 1.8 0.12
H -7.30751 3.82212 1.64800 2.2 -1.0 -1.3 0.09
H -5.26662 1.68558 -0.93047 0.9 1.0 -1.8 0.13
H 3.43029 3.69486 -3.90281 -1.3 -2.5 -0.2 0.09
H -5.14717 -0.64141 -2.62874 -0.5 -0.5 -2.4 0.12
H 4.82554 -7.10339 0.43464 0.0 0.0 0.0 0.12
H -6.78270 2.94655 0.06370 1.0 0.8 2.0 0.08
H 3.26812 -1.36804 1.65186 0.1 -0.1 0.0 0.12
H -3.21480 5.31365 -0.37063 -2.1 -1.5 0.0 0.11
H 2.17883 -2.13483 -0.45335 0.0 0.0 0.0 0.11
H 7.95309 -3.05195 5.03885 0.0 0.0 0.0 0.13
H 0.67686 3.51242 -3.22228 1.6 -2.0 -0.8 0.07
H 4.86962 1.49201 -4.82235 -2.5 -0.4 0.6 0.09
H -4.30430 -0.41614 -4.29934 -2.0 -1.2 0.8 0.12
H -6.38417 6.27603 4.63743 0.0 0.0 0.0 0.12
H 9.08201 -6.65743 -2.18383 0.0 0.0 0.0 0.12
H 8.72205 -8.65634 -0.74119 -0.1 0.0 0.0 0.13
H -5.41716 -2.70785 -3.14375 -0.3 0.8 -2.4 0.12
H -7.39109 3.07893 -4.00370 2.2 -1.1 1.0 0.17
H 6.08091 -2.40666 -2.37087 0.0 -0.1 0.1 0.11
H -4.89051 5.24464 -1.23292 1.5 -1.7 1.4 0.12
H -1.20701 -0.32172 -3.18102 0.3 2.7 0.1 0.13
H -5.25081 1.93048 2.74225 -2.0 -0.1 -1.5 0.07
H 3.15571 -4.06837 6.09946 0.0 0.0 0.0 0.12
H 7.17020 -1.63988 -0.26567 0.0 0.0 0.0 0.13
H -7.12151 1.70494 2.81950 1.7 0.5 -1.7 0.09
H 4.13413 -2.18298 -4.46027 -1.0 1.9 -1.9 0.07
H -4.50650 5.87182 8.54742 0.0 0.0 0.0 0.13
H -2.98505 -0.82793 1.51142 0.2 0.3 -1.5 0.10
H -7.50050 -0.65170 -4.36755 2.1 1.7 0.2 0.16
H -1.66409 1.03853 -4.41620 1.0 -0.1 2.3 0.14
H 2.85092 -2.09241 -5.87450 1.8 1.3 1.3 0.09
H 5.18550 -5.10449 -1.00800 0.0 0.0 0.0 0.11
H -1.75190 4.18754 -2.05925 -0.6 -1.9 -0.6 0.14
```
Positions in Å, forces in eV/Å.

## Properties
HOMO-LUMO gap, eV: 5.85
HOMO, eV: -10.78
2S+1: 1
Net charge: +1